DFT (the ωB97M-V functional and the def2-TZVPD basis) results for one molecule with the formula C4H11PS in a non-equilibrium geometry.

Last column: natural (NBO) charge in e.
Positions of all 17 atoms, in Å:
C  1.802  0.488  -0.963  -0.6192
C  0.350  0.010  -1.211  -0.4654
C  -0.576  0.269  -0.110  -0.3189
C  0.091  -0.207  1.281  -0.6414
P  -2.182  -0.742  -0.631  0.2939
S  -1.305  1.948  0.191  -0.0406
H  2.382  -0.163  -0.326  0.2140
H  1.668  1.564  -0.689  0.2022
H  2.389  0.563  -1.880  0.2196
H  -0.053  0.465  -2.105  0.2198
H  0.370  -1.048  -1.378  0.2175
H  -0.511  0.145  2.078  0.2240
H  -0.050  -1.308  1.588  0.2118
H  1.086  0.079  1.307  0.2119
H  -2.397  -1.643  0.461  -0.0180
H  -3.198  0.053  -0.363  -0.0331
H  -0.129  2.679  -0.153  0.1218

Frontier orbital gap: 9.7 eV
Highest occupied orbital energy: -9.0 eV
SMILES: CC[C@](C)(P)S
2S+1: 1
LUMO energy: 0.028 Ha